[1]
{"formula": "C7H27CrN12O7", "method": "ωB97M-V/def2-TZVPD", "spin_multiplicity": 6, "homo_energy_ev": [-7.2, -8.8], "orbital_gap_ha": [0.245, 0.308], "symbols": ["Cr", "C", "O", "H", "H", "H", "C", "O", "N", "N", "H", "H", "H", "H", "C", "O", "N", "N", "H", "H", "H", "H", "C", "O", "N", "N", "H", "H", "H", "H", "C", "O", "N", "N", "H", "H", "H", "H", "C", "O", "N", "N", "H", "H", "H", "H", "C", "O", "N", "N", "H", "H", "H", "H"], "positions_angstrom": [[0.908, 3.736, -1.593], [0.631, 0.566, -0.401], [1.196, 1.698, -0.981], [0.016, 0.817, 0.463], [0.020, -0.062, -1.049], [1.361, -0.098, 0.062], [0.539, -0.786, 3.945], [-0.244, 0.052, 4.189], [1.527, -1.213, 4.764], [0.809, -1.206, 2.736], [2.100, -1.987, 4.460], [1.476, -0.895, 5.721], [1.483, -1.952, 2.639], [0.238, -0.820, 1.997], [-1.301, 2.286, -3.070], [-0.328, 2.911, -3.056], [-2.301, 2.262, -2.252], [-1.635, 1.427, -4.007], [-2.156, 2.861, -1.452], [-2.859, 1.425, -2.154], [-0.964, 1.115, -4.694], [-2.586, 1.118, -4.151], [3.168, 1.619, 2.413], [3.987, 2.080, 3.179], [3.543, 0.923, 1.389], [1.871, 2.058, 2.357], [2.788, 0.865, 0.720], [4.497, 1.017, 1.070], [1.241, 1.668, 1.671], [1.569, 2.617, 3.142], [-2.304, -3.222, 0.876], [-2.057, -4.316, 1.320], [-2.941, -3.068, -0.244], [-1.744, -2.091, 1.267], [-3.204, -2.138, -0.536], [-3.339, -3.904, -0.648], [-1.828, -1.206, 0.787], [-1.142, -2.247, 2.062], [2.963, -1.550, -3.176], [1.864, -2.117, -3.075], [3.919, -2.143, -3.851], [3.132, -0.308, -2.652], [3.730, -3.090, -4.147], [4.841, -1.739, -3.768], [2.327, 0.078, -2.181], [4.010, 0.188, -2.715], [-3.445, 0.444, -0.041], [-3.157, -0.434, -0.790], [-2.742, 1.078, 0.823], [-4.590, 0.934, 0.080], [-1.753, 0.978, 0.644], [-3.008, 1.840, 1.431], [-5.329, 0.509, -0.462], [-4.795, 1.421, 0.940]]}



[2]
{"formula": "C7H27NO6", "method": "ωB97M-V/def2-TZVPD", "spin_multiplicity": 1, "smiles": "CCN1CCC[C@@H]1C.O.O.O.O.O.O", "homo_energy_ev": -8.3, "e_above_lowest_kcal_mol": 48.5, "orbital_gap_ha": 0.308, "symbols": ["C", "C", "N", "C", "C", "C", "C", "C", "H", "H", "H", "H", "H", "H", "H", "H", "H", "H", "H", "H", "H", "H", "H", "O", "H", "H", "O", "H", "H", "O", "H", "H", "O", "H", "H", "O", "H", "H", "O", "H", "H"], "positions_angstrom": [[0.978, 2.383, 0.286], [-0.280, 2.007, -0.423], [-0.182, 1.083, -1.571], [0.787, 1.312, -2.633], [1.598, 0.032, -2.888], [1.107, -0.971, -1.878], [0.014, -0.304, -1.002], [-1.346, -1.041, -1.166], [1.773, 2.628, -0.435], [1.531, 1.670, 0.917], [0.966, 3.295, 0.918], [-1.143, 1.681, 0.161], [-0.698, 2.968, -0.797], [1.494, 2.177, -2.549], [0.239, 1.765, -3.488], [1.422, -0.460, -3.858], [2.700, 0.166, -2.881], [0.632, -1.868, -2.342], [1.897, -1.307, -1.185], [0.266, -0.364, 0.062], [-1.166, -2.118, -1.088], [-1.681, -0.763, -2.165], [-2.052, -0.773, -0.390], [-2.119, 0.845, 3.627], [-1.180, 0.788, 3.841], [-2.220, 1.574, 3.001], [0.218, -3.323, 1.204], [0.222, -3.793, 0.357], [-0.190, -2.477, 0.953], [2.913, -0.352, 1.209], [2.245, -0.680, 1.859], [3.688, -0.224, 1.766], [-3.833, 0.911, -1.054], [-3.905, 0.485, -0.184], [-2.875, 0.947, -1.187], [1.060, -1.219, 2.943], [1.278, -1.994, 3.482], [0.330, -1.507, 2.306], [-1.305, -1.044, 1.724], [-1.634, -1.819, 2.202], [-1.548, -0.319, 2.343]]}



[3]
{"formula": "C7H27NO8", "method": "ωB97M-V/def2-TZVPD", "spin_multiplicity": 1, "smiles": "Cc1c[nH]c(C)c1C.O.O.O.O.O.O.O.O", "homo_energy_ev": -7.9, "e_above_lowest_kcal_mol": 104.9, "orbital_gap_ha": 0.301, "symbols": ["C", "C", "C", "N", "C", "C", "C", "C", "H", "H", "H", "H", "H", "H", "H", "H", "H", "H", "H", "O", "H", "H", "O", "H", "H", "O", "H", "H", "O", "H", "H", "O", "H", "H", "O", "H", "H", "O", "H", "H", "O", "H", "H"], "positions_angstrom": [[1.128, 0.965, 0.537], [0.755, -0.456, 0.895], [0.458, -0.788, 2.222], [0.127, -2.203, 2.106], [0.087, -2.511, 0.725], [-0.207, -3.953, 0.206], [0.490, -1.452, 0.006], [0.727, -1.317, -1.420], [1.702, 1.474, 1.269], [0.209, 1.528, 0.616], [1.685, 1.327, -0.303], [0.498, -0.179, 3.080], [0.003, -2.785, 2.957], [0.660, -4.665, 0.323], [-0.355, -3.678, -0.963], [-1.127, -4.274, 0.620], [1.723, -1.396, -1.840], [-0.057, -1.798, -2.086], [0.760, -0.174, -1.837], [-3.871, 2.619, 2.038], [-3.646, 1.722, 1.886], [-3.092, 3.193, 2.300], [-1.218, 3.025, 2.670], [-0.995, 2.916, 1.769], [-0.445, 2.609, 3.126], [3.147, -0.145, 1.199], [2.635, -0.830, 1.766], [3.309, -0.615, 0.383], [-0.964, 2.925, -0.338], [-0.762, 3.807, -0.586], [-1.839, 2.653, -0.170], [-3.163, 2.630, -1.881], [-4.006, 2.630, -1.521], [-2.780, 1.642, -2.179], [1.520, 1.499, -3.551], [0.745, 1.997, -3.940], [2.205, 2.035, -3.358], [3.486, -2.983, -0.551], [3.211, -3.500, -1.330], [3.734, -3.296, 0.306], [-2.246, 0.083, -2.030], [-1.301, -0.036, -1.707], [-2.934, -0.246, -1.414]]}



[4]
{"formula": "C7H27O6", "method": "ωB97M-V/def2-TZVPD", "spin_multiplicity": 1, "homo_energy_ev": -12.6, "total_charge": 1, "e_above_lowest_kcal_mol": 128.5, "orbital_gap_ha": 0.377, "symbols": ["O", "H", "H", "H", "C", "O", "H", "H", "H", "H", "C", "O", "H", "H", "H", "H", "C", "O", "H", "H", "H", "H", "C", "O", "H", "H", "H", "H", "C", "C", "C", "O", "H", "H", "H", "H", "H", "H", "H", "H"], "positions_angstrom": [[0.280, 0.194, 1.061], [0.670, -0.600, 1.433], [-0.732, 0.087, 1.007], [0.254, 0.048, 0.080], [0.859, -2.922, 2.366], [1.579, -1.704, 2.403], [1.047, -3.611, 1.663], [-0.276, -2.916, 2.503], [1.163, -3.326, 3.361], [2.531, -1.786, 2.466], [-2.947, -0.606, 1.734], [-2.341, -0.437, 0.444], [-2.039, -1.281, 2.162], [-3.876, -1.204, 1.665], [-3.219, 0.466, 2.026], [-3.104, 0.106, 0.074], [1.678, -2.103, -1.191], [0.305, -1.778, -1.016], [2.096, -2.513, -0.131], [2.377, -1.223, -1.556], [1.549, -2.940, -2.107], [-0.215, -2.107, -1.738], [-2.728, 3.015, 1.956], [-1.450, 2.364, 1.932], [-3.099, 3.099, 3.006], [-3.430, 2.441, 1.379], [-2.678, 3.971, 1.660], [-1.168, 2.344, 2.804], [2.338, 0.867, -3.593], [1.494, 1.601, -2.301], [0.036, 1.393, -2.380], [1.904, 1.063, -1.133], [3.304, 0.840, -3.437], [2.348, 1.329, -4.531], [1.863, -0.231, -3.561], [1.869, 2.629, -2.212], [-0.460, 2.191, -1.677], [-0.320, 0.271, -2.138], [-0.308, 1.958, -3.162], [2.849, 1.018, -1.314]]}



[5]
{"formula": "C7H27O6", "method": "ωB97M-V/def2-TZVPD", "spin_multiplicity": 1, "homo_energy_ev": -13.4, "total_charge": 1, "e_above_lowest_kcal_mol": 12.1, "orbital_gap_ha": 0.406, "symbols": ["O", "H", "H", "H", "C", "C", "C", "O", "H", "H", "H", "H", "H", "H", "H", "H", "C", "O", "H", "H", "H", "H", "C", "O", "H", "H", "H", "H", "C", "O", "H", "H", "H", "H", "C", "O", "H", "H", "H", "H"], "positions_angstrom": [[-10.547, 15.229, -0.721], [-11.491, 15.527, -0.854], [-9.885, 15.955, -0.929], [-10.389, 14.346, -1.131], [-6.536, 12.896, -0.498], [-7.019, 14.342, -0.640], [-5.851, 15.329, -0.871], [-7.981, 14.415, -1.679], [-6.088, 12.607, 0.456], [-5.824, 12.588, -1.265], [-7.420, 12.258, -0.565], [-7.485, 14.653, 0.299], [-6.234, 16.239, -1.336], [-5.189, 14.865, -1.606], [-5.389, 15.565, 0.083], [-7.522, 14.404, -2.528], [-10.614, 14.741, -4.075], [-11.479, 15.642, -3.369], [-9.574, 15.075, -4.037], [-10.744, 13.707, -3.773], [-10.875, 14.811, -5.137], [-11.741, 16.345, -3.964], [-13.774, 15.077, 0.536], [-12.977, 16.093, -0.114], [-14.815, 15.083, 0.215], [-13.298, 14.121, 0.331], [-13.744, 15.280, 1.610], [-13.513, 16.888, -0.196], [-8.555, 18.586, -0.267], [-8.897, 17.313, -0.843], [-7.477, 18.740, -0.223], [-9.034, 19.383, -0.838], [-8.935, 18.703, 0.747], [-8.861, 17.499, -1.790], [-10.654, 11.821, 0.027], [-11.338, 12.699, -0.864], [-9.570, 11.883, -0.106], [-10.838, 12.113, 1.059], [-10.880, 10.772, -0.152], [-11.914, 12.179, -1.431]]}



[6]
{"formula": "C7H28ClN10O7", "method": "ωB97M-V/def2-TZVPD", "spin_multiplicity": 1, "homo_energy_ev": -7.5, "total_charge": -1, "e_above_lowest_kcal_mol": 0.0, "orbital_gap_ha": 0.369, "symbols": ["Cl", "C", "O", "H", "H", "H", "H", "C", "O", "H", "H", "H", "H", "C", "O", "N", "N", "H", "H", "H", "H", "C", "O", "N", "N", "H", "H", "H", "H", "C", "O", "N", "N", "H", "H", "H", "H", "C", "O", "N", "N", "H", "H", "H", "H", "C", "O", "N", "N", "H", "H", "H", "H"], "positions_angstrom": [[-0.451, -0.694, 0.118], [1.887, -3.919, 1.160], [0.693, -3.369, 1.689], [1.750, -4.986, 0.946], [2.190, -3.440, 0.228], [2.695, -3.864, 1.894], [0.404, -2.661, 1.096], [1.051, 2.560, 0.951], [0.642, 3.897, 0.697], [0.337, 2.133, 1.668], [1.153, 1.911, 0.084], [1.995, 2.554, 1.498], [-0.315, 3.866, 0.609], [3.111, -0.404, 3.526], [3.953, -1.082, 4.091], [1.982, -0.969, 3.009], [3.145, 0.963, 3.448], [1.398, -0.562, 2.294], [1.870, -1.963, 3.111], [2.248, 1.415, 3.390], [3.876, 1.478, 3.898], [2.467, -0.196, -3.056], [3.206, 0.058, -3.992], [2.456, -1.412, -2.422], [1.567, 0.694, -2.534], [1.827, -1.596, -1.657], [3.160, -2.089, -2.640], [1.144, 0.462, -1.651], [1.629, 1.643, -2.852], [-2.534, 2.297, -1.989], [-2.882, 3.250, -2.670], [-3.437, 1.357, -1.555], [-1.251, 2.059, -1.593], [-4.389, 1.534, -1.812], [-3.176, 0.571, -0.987], [-1.057, 1.204, -1.083], [-0.523, 2.675, -1.897], [-2.312, 0.978, 3.265], [-2.838, 1.712, 4.085], [-2.411, 1.185, 1.913], [-1.571, -0.130, 3.581], [-2.975, 1.936, 1.563], [-1.838, 0.623, 1.292], [-1.138, -0.688, 2.864], [-1.612, -0.469, 4.522], [-2.589, -1.322, -3.801], [-3.657, -1.237, -4.385], [-1.407, -0.862, -4.325], [-2.481, -1.808, -2.526], [-1.405, -0.494, -5.254], [-0.618, -0.789, -3.707], [-1.625, -1.954, -2.020], [-3.344, -2.057, -2.080]]}



| no. | strongest force on any atom (eV Å⁻¹) |
| --- | --- |
| 1 | 9.05 |
| 2 | 2.64 |
| 3 | 5.85 |
| 4 | 7.69 |
| 5 | 1.70 |
| 6 | 1.34 |